(1)
24
Properties=species:S:1:pos:R:3:forces:R:3 method="wB97M-V/def2-TZVPD" charge=0 energy_ha=-611.48328 smiles=O.O.O.O.O.O.O.O largest_force_ev_per_a=0.350
O 2.570149 2.230979 -0.718017 -0.245 -0.114 0.120
H 3.417279 2.145589 -0.280617 0.223 -0.075 0.142
H 2.772669 2.652699 -1.553107 -0.017 0.155 -0.230
O 1.728309 -1.569271 3.859883 0.221 -0.152 0.067
H 0.970469 -1.783851 3.315943 -0.258 -0.121 -0.137
H 1.661559 -0.625151 4.002743 -0.020 0.309 0.053
O 1.280889 2.645489 3.405583 -0.124 -0.210 0.127
H 1.964839 3.138309 3.858973 0.143 0.133 0.169
H 1.492249 2.740449 2.476853 -0.019 0.023 -0.324
O -1.213461 0.345729 -0.701167 -0.243 0.072 -0.241
H -1.251811 -0.308911 -0.003877 -0.070 -0.219 0.243
H -0.296931 0.620989 -0.721797 0.299 0.137 -0.022
O 3.698819 -2.519041 -2.780247 -0.135 -0.142 0.086
H 4.543389 -2.668551 -3.205197 0.214 -0.096 -0.101
H 3.568459 -1.572161 -2.831897 -0.086 0.237 0.017
O -1.886111 -2.852631 2.091993 0.246 0.210 -0.040
H -1.965571 -3.739191 1.739963 0.035 -0.241 -0.101
H -2.765001 -2.639181 2.405403 -0.224 0.103 0.116
O -3.703251 -2.353881 -2.993337 -0.250 -0.036 -0.060
H -3.154401 -1.600111 -2.776957 0.157 0.265 0.089
H -3.123071 -3.108991 -2.896167 0.126 -0.198 0.002
O -3.303401 3.926119 -1.716817 0.066 0.228 0.065
H -4.058011 3.856329 -2.301557 -0.196 0.020 -0.134
H -2.948051 3.038239 -1.676577 0.156 -0.289 0.096



(2)
69
Properties=species:S:1:pos:R:3:forces:R:3 method="wB97M-V/def2-TZVPD" charge=+1 energy_ha=-3354.14507 largest_force_ev_per_a=3.285 spin_multiplicity=3 s2=2.004
Ni 3.011801 -1.024186 0.546981 -2.846 1.641 -0.001
Cl 0.683434 0.645380 0.595553 -0.804 -0.114 0.457
O 0.876890 -0.693585 1.176266 0.614 -1.008 0.406
O 1.940508 0.826498 -0.135907 1.615 -0.063 -0.592
O -0.410581 0.641109 -0.300944 0.119 -0.021 -0.013
O 0.534603 1.599950 1.624437 0.223 0.137 -0.047
C 3.691665 2.246071 3.096082 0.041 0.000 -0.169
C 4.467667 1.139556 2.405411 -0.399 1.001 0.265
O 3.580313 -0.008904 2.161780 0.576 -0.532 -0.082
H 2.858538 2.555593 2.466687 -0.077 -0.011 0.129
H 4.354023 3.104156 3.222467 0.042 -0.032 -0.019
H 3.333254 1.972721 4.088547 -0.047 -0.134 -0.053
H 5.307262 0.827149 3.022297 0.107 -0.276 -0.276
H 4.785375 1.523792 1.440590 0.166 -0.411 -0.129
H 3.454199 -0.434226 3.018662 -0.304 -0.129 -0.028
C -2.110907 3.994810 1.024203 0.320 -0.439 -0.017
C -2.190384 5.476807 1.335327 -0.009 -0.170 -0.473
O -1.168558 6.188909 0.632338 -0.023 -0.002 -0.041
H -2.914856 3.396008 1.458350 -0.001 0.237 0.302
H -1.151812 3.615622 1.385415 -0.088 -0.162 0.004
H -2.156922 3.775848 -0.044392 0.086 0.371 -0.074
H -2.078449 5.653406 2.406098 -0.284 -0.006 0.040
H -3.145670 5.862053 0.976566 -0.003 0.183 0.233
H -0.458672 6.404464 1.240711 -0.014 -0.011 0.000
C -2.398573 1.439286 3.778634 -0.160 0.720 0.364
C -2.626601 0.323780 2.797194 -0.272 -0.280 0.111
O -3.775397 -0.402550 3.248603 0.231 -0.048 -0.004
H -2.121465 1.101008 4.777969 0.060 -0.313 -0.129
H -3.319616 2.010948 3.917365 -0.050 -0.071 -0.145
H -1.644571 2.157322 3.453906 0.097 -0.187 -0.174
H -1.754352 -0.340705 2.754429 0.016 0.039 -0.062
H -2.831128 0.702641 1.790184 0.199 0.154 0.016
H -3.930809 -1.126331 2.636020 -0.083 -0.017 0.011
C -1.895605 1.976242 -3.697942 -0.389 -0.010 0.425
C -2.904127 1.763334 -2.564987 -0.176 0.862 -0.774
O -4.205546 1.481946 -3.058859 -0.061 -0.268 0.117
H -2.206330 2.853110 -4.264430 0.090 0.025 -0.020
H -1.871004 1.144030 -4.402757 0.190 -0.118 0.147
H -0.926623 2.174885 -3.233883 0.166 -0.113 -0.324
H -3.021254 2.754952 -2.124913 0.063 -0.220 0.496
H -2.569580 1.053857 -1.806050 -0.026 -0.093 -0.024
H -4.244175 0.582716 -3.397121 0.052 -0.007 -0.015
C 3.519242 -3.466243 -2.407447 0.180 -0.271 0.374
C 2.642041 -3.410076 -1.161121 0.546 -0.344 -0.954
O 2.210786 -2.048538 -0.905514 0.831 -0.514 0.399
H 3.565376 -4.495485 -2.766060 -0.031 0.011 -0.023
H 4.543233 -3.187800 -2.154677 -0.014 0.222 -0.216
H 3.138815 -2.839462 -3.211427 -0.041 0.045 0.030
H 3.220326 -3.767143 -0.308335 -0.255 0.113 0.239
H 1.786224 -4.067863 -1.294761 -0.273 0.276 0.295
H 1.441859 -1.869716 -1.492222 -0.280 0.096 -0.040
C -0.832371 -5.266243 0.520240 0.486 -0.064 0.349
C -0.259701 -3.969773 1.062054 -0.622 -0.096 0.948
O 0.802491 -4.219438 1.991322 0.488 0.230 -0.484
H -1.108109 -5.895166 1.370569 -0.256 0.053 -0.045
H -0.058519 -5.838008 0.003948 -0.140 0.107 -0.321
H -1.712606 -5.095652 -0.095746 0.066 -0.078 -0.136
H -1.036426 -3.439930 1.625587 -0.123 0.124 -0.310
H 0.098505 -3.281687 0.300278 0.196 -0.111 -0.060
H 0.436308 -4.690577 2.745437 -0.008 -0.019 -0.016
C 0.526406 -0.615658 -4.317184 0.188 -0.613 -0.061
C -0.406077 -1.097971 -3.215991 0.318 1.032 -0.393
O 0.075674 -2.313426 -2.626021 -0.054 0.082 0.259
H 0.179541 0.293816 -4.799067 -0.004 0.112 0.177
H 0.609853 -1.371927 -5.104796 -0.028 0.000 0.020
H 1.528297 -0.468289 -3.907530 -0.006 0.181 -0.077
H -1.428451 -1.141360 -3.596882 -0.030 -0.576 0.160
H -0.410245 -0.363115 -2.413880 -0.079 -0.109 0.103
H 0.081532 -3.012746 -3.287677 -0.010 0.007 -0.058